ORCA calculation (ωB97M-V/def2-TZVPD) on a structure of composition C31H86N24O16Si2 at a distorted geometry.

orbital gap = 8.66 eV
E_LUMO = 0.37 eV
total energy = -4330.3311 a.u.
HOMO = -8.28 eV
net charge = 0

CARTESIAN COORDINATES (ANGSTROEM)
C -0.05156 4.74964 0.58460
C -0.78583 3.54367 -0.05391
N -0.60939 2.39112 0.82632
C -1.66163 1.35796 0.68812
C -1.34083 0.18502 -0.29379
Si -0.91396 -1.44453 0.59219
C 0.66647 -2.18622 -0.13191
C 0.69967 -3.74972 -0.12579
C 1.76418 -4.32953 -1.09399
C 2.65181 -5.35173 -0.33830
C 3.16105 -6.50062 -1.25575
C 2.90851 -7.85001 -0.56791
C 3.61772 -7.99831 0.78923
O 4.90946 -7.39404 0.67847
C 5.86560 -8.05301 1.48997
O -0.56502 -1.05198 2.20391
Si -1.25151 -1.98223 3.40876
C -1.59065 -3.77426 2.95850
C -1.86479 -4.54768 4.28644
N -0.04929 -2.02530 4.75803
C 0.02448 -0.77972 5.43316
C 1.14688 -0.54433 6.46038
O -0.74106 0.10101 5.28078
C 1.28001 -2.30874 4.24128
C 1.85201 -3.69912 4.40838
O 1.92968 -1.48521 3.72908
C 0.70188 1.86444 0.77647
C 1.37455 1.30457 2.01626
O 1.33483 1.88464 -0.22418
H 0.99739 4.81262 0.28732
H -0.06811 4.60244 1.66688
H -0.59010 5.68322 0.40961
H -0.44701 3.38602 -1.08531
H -1.82637 3.85726 -0.11174
H -2.53225 1.87817 0.28643
H -1.98827 0.99081 1.66369
H -2.27504 -0.04370 -0.82582
H -0.61897 0.43754 -1.06996
H -2.05123 -2.38229 0.46186
H 0.91530 -1.76370 -1.10890
H 1.46978 -1.87807 0.55146
H -0.30862 -4.10875 -0.34050
H 1.01743 -4.02411 0.88314
H 1.27076 -4.86380 -1.90444
H 2.38540 -3.53338 -1.50262
H 2.03962 -5.81970 0.43994
H 3.46326 -4.84067 0.18714
H 4.20957 -6.34529 -1.50369
H 2.58455 -6.47807 -2.17968
H 1.83080 -7.88470 -0.35967
H 3.11504 -8.70699 -1.21473
H 3.69245 -9.03959 1.10973
H 3.05669 -7.39321 1.51157
H 5.46625 -8.30834 2.47564
H 6.72946 -7.39602 1.58363
H 6.19799 -8.96280 0.97165
H -2.44245 -1.28905 3.92710
H -2.41170 -3.88166 2.25704
H -0.66879 -4.17235 2.52184
H -2.38904 -3.93512 5.02054
H -0.92414 -4.92210 4.68697
H -2.45401 -5.43576 4.05316
H 1.38496 -1.47566 6.98546
H 0.91861 0.27865 7.12719
H 2.04780 -0.30549 5.89401
H 2.91191 -3.64231 4.14015
H 1.38670 -4.40919 3.71819
H 1.81526 -4.02911 5.44730
H 1.79842 0.34765 1.72066
H 2.20283 1.97632 2.24050
H 0.70067 1.17125 2.85825
C 5.80636 -3.09684 3.91729
O 5.03806 -3.11216 4.86327
N 7.12534 -3.43036 4.03644
N 5.40652 -2.74318 2.66226
H 7.77225 -3.42346 3.27107
H 7.45008 -3.69476 4.94820
H 4.44135 -2.48729 2.54355
H 6.01731 -2.72264 1.86780
C -4.37619 5.82066 0.52444
O -4.10901 4.87948 -0.21319
N -3.82841 5.97450 1.75802
N -5.25863 6.78863 0.14833
H -4.03908 6.74425 2.37847
H -3.17649 5.27275 2.05899
H -5.67791 6.69089 -0.76321
H -5.50726 7.57082 0.72225
C -2.04740 -1.75475 9.29216
O -2.81366 -1.85541 10.23293
N -0.70555 -1.98982 9.39780
N -2.44765 -1.39881 8.03900
H -0.07268 -1.91303 8.62458
H -0.35137 -2.24928 10.29989
H -3.42460 -1.22042 7.89592
H -1.81580 -1.30940 7.26598
C -3.93069 1.06637 -3.46429
O -3.85017 -0.08159 -3.05270
N -4.05390 1.36607 -4.79422
N -3.89967 2.13956 -2.63960
H -4.11146 2.30545 -5.14272
H -4.07906 0.59740 -5.43801
H -3.80445 1.95911 -1.65670
H -3.95972 3.09206 -2.95635
C -7.32933 5.00708 -2.56006
O -7.27643 6.20371 -2.31957
N -7.67521 4.08722 -1.61907
N -7.04232 4.49570 -3.79199
H -7.71949 3.10127 -1.79436
H -7.88720 4.42968 -0.69982
H -6.78074 5.14769 -4.50803
H -7.07641 3.51761 -4.00968
C 1.59647 -4.34115 -4.98922
O 2.30734 -5.03733 -4.28161
N 1.68051 -2.97325 -4.97802
N 0.66985 -4.85982 -5.83640
H 1.10894 -2.37706 -5.54511
H 2.35466 -2.56010 -4.36042
H 0.57315 -5.86874 -5.87421
H 0.08001 -4.29915 -6.42072
C -3.87859 8.79317 4.60646
O -3.60564 7.85406 3.87464
N -3.32383 8.93476 5.84082
N -4.75713 9.77254 4.24827
H -3.53058 9.69527 6.45988
H -2.67249 8.22930 6.13431
H -5.18395 9.69892 3.34343
H -4.99283 10.54984 4.83540
C -1.92281 4.36854 -5.28556
O -2.76178 4.22351 -4.41483
N -0.60203 4.10932 -5.05880
N -2.22489 4.79942 -6.54342
H 0.11854 4.21919 -5.75036
H -0.35555 3.77783 -4.14198
H -3.18760 5.00265 -6.73994
H -1.54261 4.92452 -7.26745
C 2.09910 6.64952 -3.81303
O 2.62837 6.28239 -4.85413
N 0.95401 6.08741 -3.34791
N 2.61257 7.65297 -3.03998
H 0.49590 6.36705 -2.49972
H 0.55561 5.34563 -3.90229
H 3.45251 8.10205 -3.35793
H 2.19155 7.96405 -2.18492
C -0.94382 -7.81481 -7.53477
O -0.64343 -7.06066 -6.62308
N -2.23095 -7.97583 -7.95173
N -0.01715 -8.55418 -8.20616
H -2.50175 -8.58874 -8.69690
H -2.93694 -7.44483 -7.47498
H 0.94074 -8.45747 -7.92109
H -0.24154 -9.17921 -8.95671
C 6.69238 6.03222 -3.64676
O 7.06633 6.73407 -2.72250
N 5.39597 5.99240 -4.06030
N 7.54925 5.22609 -4.34601
H 5.06364 5.42493 -4.81638
H 4.74226 6.56798 -3.56976
H 8.51282 5.23162 -4.06724
H 7.26490 4.64156 -5.10848

Atomic partial charges in e from the Löwdin method, atoms 1 to 8:
1 C -0.08
2 C -0.23
3 N -0.08
4 C -0.18
5 C -0.21
6 Si 0.57
7 C -0.24
8 C -0.25


ORCA calculation (ωB97M-V/def2-TZVPD) on a cluster of 14 separate species, C31H89Br2N4O13 in total at a distorted geometry.

orbital gap = 7.41 eV
E_LUMO = -3.75 eV
total energy = -7579.3195 a.u.
HOMO = -11.17 eV
net charge = +1

CARTESIAN COORDINATES (ANGSTROEM)
C 0.72704 0.35149 1.62317
C -0.69085 -0.09742 1.66211
Br -0.94971 -1.93758 1.90338
C -1.78608 0.68370 1.51016
Br -1.62814 2.51292 1.23606
N -3.10670 0.16285 1.43603
C -4.06512 0.36752 2.31589
N -3.89688 1.19544 3.42218
N -5.27012 -0.28001 2.10081
C -5.21045 -1.74160 2.53717
N -6.09965 -2.58456 1.76483
H 0.85918 1.21543 2.26912
H 1.39352 -0.42680 1.96640
H 0.99516 0.63717 0.60919
H -3.34151 -0.41134 0.63638
H -3.51353 0.67777 4.20537
H -3.32088 2.00644 3.22535
H -5.94698 0.17240 2.71188
H -4.18315 -2.06260 2.40002
H -5.45212 -1.77995 3.59259
H -6.56275 -2.01574 1.07002
H -5.56225 -3.27475 1.26236
C -2.75158 -1.87928 -1.73529
C -1.44251 -2.22104 -2.42598
O -0.30647 -1.79989 -1.65942
H -2.81213 -0.80051 -1.56462
H -3.60694 -2.18011 -2.33926
H -2.81680 -2.39464 -0.76980
H -1.37264 -1.70216 -3.37648
H -1.37987 -3.29485 -2.62165
H -0.35344 -2.27599 -0.82749
C 3.51429 -0.90616 -2.04262
C 4.27493 -2.09202 -1.49370
O 3.56708 -2.72186 -0.41105
H 3.33996 -0.16844 -1.25650
H 4.05173 -0.43083 -2.86029
H 2.53596 -1.22590 -2.41541
H 5.24123 -1.79330 -1.09339
H 4.44882 -2.82893 -2.28299
H 2.71760 -3.00340 -0.75799
C -7.04996 -0.65704 6.75435
C -7.20945 0.34818 5.63009
O -7.70395 -0.25178 4.42624
H -6.37729 -1.46325 6.45804
H -6.65113 -0.18114 7.65002
H -8.01070 -1.10671 7.00973
H -6.24726 0.78814 5.36616
H -7.87539 1.15892 5.93689
H -8.55918 -0.64170 4.62038
C 0.39827 0.67413 -4.50341
C 0.26940 1.61598 -3.32690
O -0.77542 1.23134 -2.41665
H -0.52452 0.63453 -5.08343
H 1.20141 1.00221 -5.16437
H 0.61916 -0.34101 -4.16164
H 0.03666 2.61124 -3.68990
H 1.21232 1.65883 -2.76912
H -0.53980 0.36188 -2.07281
C 0.16383 -0.55920 5.31268
C 0.13475 0.69342 6.16810
O 0.09387 1.87761 5.36753
H 1.02024 -0.53597 4.63794
H 0.22175 -1.46411 5.91750
H -0.74200 -0.61828 4.69712
H 1.03768 0.77289 6.76889
H -0.72127 0.67533 6.85038
H -0.70156 1.85360 4.83314
C 5.99089 -5.74702 0.55822
C 4.75321 -5.67014 1.43263
O 4.49263 -4.34310 1.88295
H 6.85663 -5.36154 1.09728
H 6.19796 -6.77369 0.25335
H 5.86025 -5.14160 -0.34120
H 4.88425 -6.26587 2.33351
H 3.88246 -6.06610 0.89684
H 4.36487 -3.79554 1.09982
C 4.03885 1.56420 -6.73575
C 4.80742 0.38495 -6.17093
O 4.10218 -0.21586 -5.08198
H 3.86479 2.30821 -5.95832
H 4.57356 2.03611 -7.56023
H 3.06533 1.23358 -7.10659
H 5.76957 0.70093 -5.77350
H 4.99020 -0.36206 -6.94954
H 3.25268 -0.51364 -5.41571
C 6.97703 -6.20857 4.66777
C 6.64633 -4.95408 5.44875
O 6.71811 -3.79057 4.62983
H 7.97191 -6.13779 4.22831
H 6.93810 -7.10661 5.28595
H 6.26844 -6.33710 3.84895
H 7.35681 -4.79948 6.25877
H 5.64532 -5.03744 5.88957
H 6.09307 -3.89343 3.90351
C -0.26162 6.23748 -5.51160
C 0.37668 4.89562 -5.80719
O -0.51179 3.80366 -5.50588
H -0.56950 6.30301 -4.46894
H 0.43185 7.05216 -5.72223
H -1.15157 6.37938 -6.13115
H 1.25699 4.74396 -5.18197
H 0.67894 4.84780 -6.85150
H -1.29363 3.90817 -6.05126
C 1.09882 4.82636 -11.06022
C 0.30574 5.00877 -9.78025
O 0.99738 5.80068 -8.81455
H 2.06326 4.36664 -10.84555
H 0.56067 4.19623 -11.76874
H 1.28678 5.79003 -11.53796
H 0.13226 4.04685 -9.29811
H -0.66844 5.45837 -10.00025
H 1.15544 6.66487 -9.20142
C 5.22015 0.35145 6.99814
C 4.21344 0.46826 8.12638
O 4.01266 1.81730 8.53893
H 6.17510 0.77859 7.30016
H 5.38117 -0.68726 6.71221
H 4.87641 0.89746 6.11575
H 4.56282 -0.06452 9.00850
H 3.25284 0.02647 7.82939
H 3.69745 2.31747 7.78368
C -0.41764 7.57664 -0.12635
C -0.59785 8.32495 -1.43455
O -1.16138 7.50608 -2.45689
H 0.21564 6.70192 -0.27684
H 0.03932 8.21344 0.63154
H -1.38268 7.23292 0.25536
H 0.36407 8.65527 -1.82096
H -1.22206 9.21080 -1.27914
H -2.02246 7.20858 -2.15620
C -7.99377 -5.74996 -0.59415
C -8.71730 -5.78648 0.73984
O -7.93924 -5.22941 1.79635
H -7.04724 -6.28684 -0.52533
H -8.59425 -6.20337 -1.38281
H -7.77666 -4.71830 -0.88656
H -8.92286 -6.81358 1.03359
H -9.67499 -5.26087 0.66366
H -7.74949 -4.31330 1.57929

Atomic partial charges in e from the Löwdin method, atoms 1 to 8:
1 C -0.12
2 C -0.72
3 Br 0.88
4 C -0.77
5 Br 0.92
6 N 0.08
7 C -0.35
8 N 0.18


ORCA calculation (ωB97M-V/def2-TZVPD) on a cluster of 13 separate species, C31H93N5O13 in total at a distorted geometry.

orbital gap = 9.33 eV
E_LUMO = 0.12 eV
total energy = -2488.5342 a.u.
HOMO = -9.21 eV
ΔE to the lowest compared entry with this formula, charge and spin = 0.0 kJ/mol
net charge = 0

CARTESIAN COORDINATES (ANGSTROEM)
C 3.90350 3.18548 13.52208
C 4.37664 3.75033 12.14201
O 3.31176 4.48381 11.67187
H 3.74439 4.01794 14.20748
H 4.58259 2.51412 14.04765
H 2.98153 2.60430 13.50400
H 4.49891 2.87202 11.50820
H 5.29487 4.33328 12.21356
H 3.34874 5.30375 12.16981
C -3.60339 12.75789 8.08923
C -2.25196 12.30282 7.53459
O -2.27069 10.92591 7.23981
H -3.58658 13.82621 8.30491
H -3.88809 12.34565 9.05726
H -4.41147 12.66768 7.36330
H -1.38355 12.38137 8.18864
H -2.04257 12.94983 6.68274
H -2.36504 10.45442 8.07071
C -3.12395 5.05962 12.96623
C -3.77131 4.32719 11.81307
O -4.12958 3.00852 12.18421
H -3.76597 5.08879 13.84660
H -2.98393 6.09992 12.67248
H -2.21971 4.55262 13.30297
H -3.16957 4.21224 10.91152
H -4.68678 4.85519 11.54617
H -3.28179 2.63469 12.43544
C -2.36673 6.53076 7.05512
C -2.91411 5.36806 7.88104
C -4.23201 5.75131 8.59153
O -4.01872 6.74423 9.60455
C -5.19710 7.41073 10.05911
N -3.14305 4.23369 6.97363
H -1.42553 6.27937 6.56621
H -2.02546 7.36650 7.66601
H -3.01171 6.82840 6.22838
H -2.19622 5.14766 8.67109
H -4.75175 4.89488 9.02107
H -4.94040 6.16641 7.87463
H -4.88395 8.08522 10.85604
H -5.97130 6.73351 10.41981
H -5.61318 8.00645 9.24666
H -3.63942 3.55888 7.53786
H -3.85246 4.52264 6.31533
C 4.10991 7.32580 9.98942
C 3.69052 7.18924 8.51511
C 2.51557 8.10067 8.19116
O 2.04796 7.95672 6.88310
C 0.97930 8.81403 6.56517
N 4.77909 7.66472 7.68401
H 3.26751 7.22608 10.67390
H 4.61332 8.27229 10.18654
H 4.78499 6.54338 10.33609
H 3.44342 6.16804 8.22496
H 2.73920 9.11896 8.50928
H 1.69443 7.78713 8.83577
H 0.62714 8.64802 5.54706
H 1.16972 9.88661 6.60286
H 0.18350 8.53660 7.25641
H 4.73516 8.66128 7.84222
H 4.39341 7.57951 6.75444
C -0.32840 13.45416 14.39823
C 0.75333 13.69394 13.36501
C 0.55463 15.10442 12.74247
O -0.76128 15.38569 12.32753
C -1.36198 14.67498 11.21955
N 2.08823 13.59352 13.95397
H -0.23843 14.17767 15.20850
H -0.31981 12.45082 14.82409
H -1.30102 13.54403 13.91447
H 0.69195 12.98857 12.53628
H 1.24421 15.22441 11.90691
H 0.88636 15.90601 13.40240
H -0.95506 15.09221 10.29846
H -2.44948 14.60171 11.21096
H -1.18655 13.60251 11.30422
H 2.28653 12.62700 13.73805
H 2.65462 14.07838 13.27265
C -0.61605 10.62820 10.66170
C -1.27778 9.29407 10.15657
C -1.50487 8.25984 11.29196
O -0.30942 7.64116 11.82514
C 0.04466 6.34226 11.34215
N -2.56476 9.72603 9.60340
H -0.27770 11.33037 9.89974
H 0.28296 10.28177 11.17147
H -1.17336 11.17948 11.41907
H -0.68980 8.89743 9.32888
H -2.16194 7.41703 11.07741
H -2.11676 8.76548 12.03897
H -0.78460 5.64183 11.44120
H 0.95354 5.97625 11.81972
H 0.30799 6.37342 10.28490
H -3.04987 10.28626 10.28963
H -3.05043 8.85696 9.77357
C 2.05765 10.17994 15.34002
C 1.55628 9.73134 13.95793
C 2.52430 9.77401 12.78153
O 2.75501 11.17704 12.46252
C 3.80532 11.40472 11.50445
N 1.14433 8.34752 14.09956
H 2.65339 11.09010 15.27078
H 2.65527 9.40911 15.82660
H 1.18239 10.38248 15.95726
H 0.67020 10.29686 13.66961
H 2.10505 9.24023 11.92864
H 3.45419 9.27703 13.05796
H 3.57183 11.01778 10.51256
H 4.78565 10.96395 11.68549
H 3.94900 12.47313 11.34329
H 0.52768 8.30890 14.89853
H 0.58797 8.19841 13.26990
C -5.14237 8.57933 13.79170
O -5.91502 9.35497 12.93905
H -4.14706 8.96135 14.01868
H -5.67288 8.51307 14.74158
H -5.02961 7.57561 13.38189
H -6.73040 8.92992 12.66319
C 0.18878 3.22457 9.71230
O 0.69105 3.17457 11.01117
H 0.78625 3.88962 9.08875
H 0.25058 2.24665 9.23483
H -0.86442 3.47217 9.84487
H 1.60681 3.45232 10.93483
C 1.93892 13.08457 7.69262
O 3.26255 13.29896 8.20623
H 1.59134 12.07052 7.89017
H 1.19185 13.79932 8.03778
H 2.03549 13.15572 6.60924
H 3.52203 14.22099 8.14201
C -4.24638 12.13703 12.69908
O -3.89049 10.96274 12.01645
H -3.37486 12.77570 12.84286
H -4.98037 12.80688 12.25114
H -4.50312 12.00409 13.75003
H -4.40893 10.22366 12.34292
C 4.49780 6.88771 14.43962
O 3.41391 6.57519 13.57279
H 4.35737 6.21446 15.28526
H 5.42273 6.69209 13.89708
H 4.53783 7.94219 14.71266
H 2.64755 7.06868 13.87403

Atomic partial charges in e from the Löwdin method, atoms 1 to 8:
1 C -0.07
2 C -0.30
3 O -0.11
4 H 0.05
5 H 0.06
6 H 0.07
7 H 0.11
8 H 0.11